Below is a gas-phase ion, C3H5O2 (charge +1), with properties calculated with the ωB97M-V functional and the def2-TZVPD basis.

XYZ file:
```
10
Properties=species:S:1:pos:R:3
C 2.0256 0.5008 -0.0727
C -0.3373 -0.5962 0.0394
C -1.6483 -0.0226 0.0802
O 0.2906 -1.6316 -0.0694
O 0.8115 0.5978 -0.2365
H 2.7057 1.2303 -0.4142
H 2.2998 -0.4116 0.3590
H -1.9439 0.5969 0.9075
H -2.2344 -0.9239 0.1602
H -1.9694 0.6600 -0.7536
```

Calculated values
* highest occupied orbital energy: -17.2 eV
* charge: +1
* electronic energy: -7277.32187 eV
* energy relative to the best compared isomer or geometry (same formula, charge and spin): 32.3 kcal/mol